Here is C38H31Cl6MnN5O4STe as an isolated structure in a non-equilibrium geometry from OMol25. Energies are from ωB97M-V with the def2-TZVPD basis set.

Structure (XYZ):
```
87
Properties=species:S:1:pos:R:3:forces:R:3
Mn -0.883 2.151 -0.718 -0.28 -3.04 2.35
C -4.967 -1.802 0.327 -0.10 0.33 0.09
C -5.278 -0.387 0.819 -0.02 -0.18 -0.01
N -4.209 0.215 1.572 -0.14 -0.22 0.49
C -3.120 0.793 0.959 0.81 0.71 -0.73
S -3.203 1.221 -0.722 -0.80 -0.32 -0.05
N -2.097 1.039 1.721 -1.08 -0.42 0.73
N -1.034 1.647 1.177 0.77 0.32 0.34
C -0.032 2.005 2.001 -0.52 -0.21 0.08
C -0.076 1.662 3.464 0.01 0.02 -0.28
C 1.018 2.738 1.434 0.03 0.07 -0.14
C 2.063 3.344 2.186 0.02 -0.14 0.04
C 2.926 4.209 1.579 -0.11 -0.06 -0.03
C 2.763 4.485 0.206 0.05 0.01 -0.13
C 1.783 3.799 -0.486 0.25 0.27 -0.06
N 0.947 2.930 0.067 0.58 0.46 0.48
H -5.834 -2.227 -0.174 -0.11 -0.12 -0.12
H -4.696 -2.453 1.158 0.02 -0.10 0.11
H -4.137 -1.763 -0.372 0.13 -0.06 -0.11
H -6.166 -0.398 1.464 -0.02 0.02 -0.13
H -5.454 0.270 -0.035 -0.18 -0.12 0.12
H -3.960 -0.243 2.439 -0.02 0.08 -0.01
H -1.019 1.169 3.681 -0.01 0.07 0.06
H 0.010 2.556 4.083 0.05 0.05 0.09
H 0.742 0.983 3.710 0.13 -0.01 0.15
H 2.134 3.122 3.241 0.08 0.01 0.09
H 3.725 4.686 2.135 -0.02 -0.01 0.08
H 3.407 5.185 -0.305 0.02 0.03 -0.09
H 1.678 3.955 -1.556 -0.03 -0.04 0.09
Cl -0.158 6.472 -5.407 0.10 0.13 -0.27
C -0.526 5.708 -3.905 -0.06 0.19 0.24
C -0.883 6.467 -2.804 0.05 -0.21 -0.20
Cl -0.916 8.184 -2.923 -0.02 0.41 -0.02
C -1.223 5.841 -1.607 0.14 -0.31 -0.04
Cl -1.715 6.796 -0.256 -0.08 -0.05 0.25
C -1.195 4.442 -1.455 -0.09 2.07 -1.62
O -1.589 3.858 -0.387 -0.42 0.34 0.79
C -0.775 3.661 -2.585 -0.14 3.44 -1.61
O -0.746 2.392 -2.481 0.16 -1.42 -1.27
C -0.477 4.323 -3.792 -0.02 -0.40 0.59
Cl -0.027 3.355 -5.150 0.01 -0.20 -0.04
C 4.561 1.339 -0.671 -0.31 0.30 -0.15
Te 2.813 0.980 -1.999 1.08 -0.18 0.19
C 2.370 -0.353 -0.373 -0.30 0.17 -0.19
C 3.667 -0.787 0.201 0.23 -0.11 -0.02
C 3.814 -2.010 0.835 0.00 -0.01 0.07
C 5.031 -2.368 1.390 0.01 -0.15 0.12
C 6.117 -1.516 1.287 0.16 -0.08 0.06
C 5.986 -0.313 0.612 0.04 0.03 0.02
C 4.766 0.066 0.071 0.04 -0.20 0.01
H 4.315 2.132 0.041 -0.14 0.10 -0.09
H 5.465 1.641 -1.198 -0.02 0.00 -0.14
H 1.776 -1.195 -0.718 0.01 -0.02 -0.04
H 1.781 0.201 0.361 -0.04 0.04 -0.06
H 2.972 -2.690 0.881 -0.08 -0.01 0.05
H 5.128 -3.313 1.907 0.04 -0.11 0.01
H 7.070 -1.794 1.721 0.04 -0.02 0.00
H 6.841 0.340 0.499 0.06 0.06 0.01
Cl -2.759 -5.246 -0.693 -0.32 -0.05 0.02
C -2.599 -4.624 0.916 -0.21 -0.15 0.56
C -3.162 -5.369 1.954 0.29 0.32 -0.60
C -3.143 -4.877 3.242 0.01 0.20 0.34
C -2.552 -3.649 3.511 0.16 0.04 -0.68
C -1.950 -2.935 2.472 0.04 -0.06 0.82
Cl -1.129 -1.449 2.835 -0.10 -0.54 0.05
C -1.952 -3.393 1.154 -0.12 -0.26 -0.46
N -1.391 -2.658 0.132 -0.30 0.32 0.30
C -0.581 -3.243 -0.843 0.59 -0.31 -0.53
C 0.132 -4.403 -0.541 0.12 0.22 0.07
C 0.914 -5.023 -1.493 0.07 -0.04 0.01
C 1.007 -4.479 -2.762 0.02 -0.07 -0.12
C 0.315 -3.321 -3.068 0.02 -0.11 0.07
C -0.487 -2.688 -2.127 -0.25 -0.10 0.18
C -1.190 -1.410 -2.467 0.20 0.43 0.09
C -0.178 -0.279 -2.166 -0.14 -0.51 -0.60
O 0.725 -0.094 -2.989 -0.28 -0.17 -0.04
O -0.291 0.281 -1.037 0.08 -0.39 0.35
H -3.622 -6.317 1.722 -0.05 -0.03 -0.03
H -3.592 -5.448 4.043 -0.02 -0.01 0.04
H -2.520 -3.248 4.510 0.02 0.07 0.11
H -1.264 -1.664 0.287 -0.03 0.08 0.00
H 0.061 -4.809 0.459 0.03 -0.06 0.06
H 1.456 -5.924 -1.238 0.03 -0.04 0.01
H 1.616 -4.958 -3.515 0.08 -0.03 -0.07
H 0.387 -2.894 -4.058 0.02 0.11 -0.04
H -2.087 -1.257 -1.867 0.02 0.00 -0.03
H -1.442 -1.369 -3.526 0.05 -0.05 0.00
```
Positions in Å, forces in eV/Å.

For the largest force on an atom, the calculation gives 3.85 eV/A. The multiplicity is 6. The calculation puts the LUMO energy (alpha / beta) at 3.794 / 3.793 eV. As for the charge: -2. The value obtained for the energy is -180137.21553 eV.

Atom charges from the Löwdin analysis, given in e for atoms 1 to 5:
1. Mn 0.763
2. C -0.090
3. C -0.316
4. N -0.046
5. C -0.787